{"formula": "C3H15NO4", "method": "ωB97M-V/def2-TZVPD", "smiles": "C[C@H](N)CO.O.O.O", "energy_ha": -478.9705, "multiplicity": 1, "homo_ha": -0.35691, "lumo_ev": 0.678, "orbital_gap_ev": 10.390, "symbols": ["O", "O", "O", "O", "N", "C", "C", "C", "H", "H", "H", "H", "H", "H", "H", "H", "H", "H", "H", "H", "H", "H", "H"], "xyz": [[-0.79, 1.58, -2.38], [-0.93, 4.97, 3.32], [0.65, 0.01, -0.27], [3.09, 0.06, -3.07], [-1.44, -2.41, -0.40], [-0.77, -1.71, 0.70], [-0.88, -2.55, 1.93], [0.69, -1.24, 0.44], [-1.03, -2.14, -1.30], [-0.53, 0.67, -2.42], [1.21, -1.22, 1.40], [-0.17, 5.11, 2.74], [-1.31, -0.78, 0.90], [-1.87, -2.95, 2.18], [-0.01, 0.66, -0.04], [-1.71, 1.60, -2.64], [-1.02, -3.34, -0.45], [3.56, 0.90, -2.96], [-0.50, -2.17, 2.88], [-1.14, 5.85, 3.60], [1.11, -1.83, -0.37], [3.06, -0.29, -2.19], [-0.31, -3.48, 1.77]]}